C6H10N | ωB97M-V/def2-TZVPD

Output
total charge: +1
orbital gap: 11.427 eV
SMILES string: C=C=C1C[N+]1(C)C
2S+1: 1

CARTESIAN COORDINATES (ANGSTROEM)
N (-0.31731, -0.22482, -0.00828)
C (0.72726, 1.01461, 1.67066)
C (-0.32280, 0.45473, 1.20931)
C (-1.65953, 0.19175, 0.72123)
C (1.96278, 1.19171, 1.95469)
C (-0.00828, -1.55453, -0.42542)
C (-0.22698, 0.70084, -1.17300)
H (-0.54069, 0.17249, -2.11088)
H (0.89306, 0.87448, -1.11824)
H (-0.92603, -2.02368, -0.88823)
H (-0.89048, 1.61658, -0.90317)
H (0.34438, -2.13154, 0.41191)
H (0.81801, -1.52204, -1.14130)
H (-2.24328, 0.82904, 0.12003)
H (2.50646, 2.01810, 1.48298)
H (-2.26696, -0.56666, 1.11760)
H (2.66062, 0.53108, 2.43345)

C6H10N | ωB97M-V/def2-TZVPD

Output
total charge: +1
orbital gap: 7.626 eV
2S+1: 1

CARTESIAN COORDINATES (ANGSTROEM)
N (-0.89078, -1.46092, 0.18648)
C (-1.27114, -0.10409, -0.04310)
C (0.53990, -1.50702, 0.11414)
C (1.00565, -0.23881, -0.27204)
C (-2.61777, 0.36374, 0.11361)
C (2.33963, 0.35085, -0.04264)
C (-0.12781, 0.73321, -0.37539)
H (-2.75668, 0.84446, 1.18575)
H (3.17873, -0.18269, -0.51472)
H (1.09203, -1.74071, 1.10923)
H (-3.29137, -0.49349, -0.00320)
H (0.87884, -2.38986, -0.50515)
H (2.48459, 0.32681, 1.04274)
H (-0.13022, 1.65320, 0.31024)
H (2.35176, 1.41107, -0.42592)
H (-0.11490, 1.28890, -1.32142)
H (-2.67045, 1.14535, -0.55862)

C6H10N | ωB97M-V/def2-TZVPD

Output
total charge: +1
orbital gap: 8.912 eV
SMILES string: C=C=C=C([NH3+])CC
2S+1: 1

CARTESIAN COORDINATES (ANGSTROEM)
N (1.13015, 1.40580, 0.27812)
C (0.48640, -1.04073, 0.58773)
C (-1.34009, 1.62885, -1.34232)
C (0.66321, -2.27877, 0.81376)
C (-1.24570, 0.61720, -0.22058)
C (1.15950, -3.50616, 0.96503)
C (0.12755, 0.24231, 0.27459)
H (0.65925, -4.52140, 0.90040)
H (-0.87166, 2.50562, -1.06699)
H (1.91089, 0.91156, 0.55460)
H (2.16169, -3.70655, 1.40575)
H (-0.82789, 1.27398, -2.19687)
H (-1.90445, 0.92501, 0.64164)
H (0.88607, 2.15593, 0.96689)
H (-1.79151, -0.33385, -0.44263)
H (1.19329, 1.88530, -0.55012)
H (-2.39671, 1.83591, -1.56901)

C6H10N | ωB97M-V/def2-TZVPD

Output
total charge: +1
orbital gap (alpha / beta): 9.211 / 9.212 eV
2S+1: 1

CARTESIAN COORDINATES (ANGSTROEM)
N (-0.56797, -0.16718, -0.24484)
C (-1.47819, -0.95243, 0.52622)
C (0.80766, 1.36743, 0.73161)
C (-0.39481, 1.63692, 0.14065)
C (1.84694, -0.57843, -0.51585)
C (-1.15150, 0.99898, -0.87838)
C (0.78882, -0.05849, 0.40220)
H (1.92466, -0.10898, -1.39906)
H (-1.92250, -0.49528, 1.39541)
H (-0.97216, -1.96421, 0.71876)
H (2.72036, -0.57187, 0.06045)
H (1.64158, -1.64676, -0.80575)
H (0.90958, -0.66687, 1.30269)
H (1.37004, 2.00654, 1.36271)
H (-2.18539, 1.01406, -0.99085)
H (-2.48535, -1.17596, 0.01626)
H (-0.85177, 1.36252, -1.82222)

C6H10N | ωB97M-V/def2-TZVPD

Output
total charge: +1
orbital gap: 7.227 eV
2S+1: 1

CARTESIAN COORDINATES (ANGSTROEM)
N (-1.50850, 0.02379, 0.22926)
C (-0.08367, 0.12187, 0.03724)
C (0.71920, -0.94233, 0.82234)
C (-2.36699, -0.92820, -0.03929)
C (0.22532, 1.62227, 0.14507)
C (1.95324, -0.73593, 0.29395)
C (0.83521, -0.58704, -0.84759)
H (-0.17269, 2.04759, 1.20604)
H (-0.38334, 2.18405, -0.61693)
H (1.32742, 1.78321, 0.20204)
H (-3.29906, -0.67488, 0.44873)
H (2.39855, 0.22681, 0.32787)
H (-2.02857, -1.98458, -0.15012)
H (2.61648, -1.54812, 0.30149)
H (-1.81898, 0.97022, 0.57613)
H (1.17930, -0.08679, -1.70905)
H (0.40709, -1.49195, -1.22716)

C6H10N | ωB97M-V/def2-TZVPD

Output
total charge: +1
orbital gap (alpha / beta): 7.279 / 6.736 eV
2S+1: 1

CARTESIAN COORDINATES (ANGSTROEM)
N (-1.46507, 0.18769, 0.48933)
C (0.47449, 0.67640, 0.06681)
C (-2.54279, -0.26300, -0.40104)
C (-0.15871, -0.51441, 0.40898)
C (2.74664, -0.32312, 0.10842)
C (1.78384, 0.69855, -0.27036)
C (-0.73143, 1.41784, 0.10549)
H (3.38728, -0.57736, -0.73847)
H (-1.82038, 0.23795, 1.45130)
H (-2.91932, -1.23203, -0.07670)
H (3.42958, 0.10465, 0.85207)
H (2.17135, 1.54292, -0.83322)
H (2.28623, -1.20694, 0.54210)
H (-3.35366, 0.46469, -0.39364)
H (-0.97322, 2.39172, 0.47909)
H (-2.15333, -0.34522, -1.41407)
H (-0.08103, -1.53590, 0.09480)

C6H10N | ωB97M-V/def2-TZVPD

Output
total charge: +1
orbital gap: 11.224 eV
SMILES string: C[C@@]12C=C[N@+]1(C)C2
2S+1: 1

CARTESIAN COORDINATES (ANGSTROEM)
N (0.08767, 0.45323, -0.67701)
C (-0.43967, -0.54297, 0.35248)
C (-0.53896, -0.76909, -1.12269)
C (-0.78836, 1.53004, -0.14630)
C (-1.51580, 0.80709, 0.73941)
C (0.18991, -1.46583, 1.36592)
C (1.47111, 0.86631, -0.81396)
H (-2.18372, 0.61821, 1.47442)
H (1.26823, 1.40824, -1.72318)
H (-0.61700, -1.78596, 1.99297)
H (1.82357, 1.46859, 0.08407)
H (0.04640, -1.59267, -1.64824)
H (0.65060, -2.28849, 0.92020)
H (-1.52684, -0.62785, -1.64577)
H (2.24677, 0.19864, -0.91328)
H (0.72078, -0.84218, 2.03628)
H (-0.89469, 2.56467, -0.27535)

C6H10N | ωB97M-V/def2-TZVPD

Output
total charge: +1
orbital gap: 9.557 eV
2S+1: 1

CARTESIAN COORDINATES (ANGSTROEM)
N (-1.09011, 0.77124, -0.35748)
C (1.98892, 0.28211, 1.06775)
C (0.13631, 1.12826, -0.87021)
C (-1.82304, 0.23637, 0.34786)
C (-3.08436, -0.19161, 0.91059)
C (1.86562, -1.01933, -1.02649)
C (1.46366, -0.00649, -0.05956)
H (1.68535, 1.07958, 1.74552)
H (-3.00581, -0.72889, 1.94422)
H (2.55319, -1.66810, -0.60387)
H (1.04561, -1.68275, -1.22398)
H (0.31318, 2.12064, -0.68212)
H (-3.80232, 0.75210, 0.85080)
H (2.21974, -0.54968, -1.85837)
H (-3.48218, -1.10091, 0.30459)
H (2.82489, -0.23545, 1.43257)
H (0.19135, 0.81291, -1.92181)